[1]
Formula: C57H132N4O11
Source: the OMol25 dataset
Level of theory: the ωB97M-V functional and the def2-TZVPD basis

Positions of all 204 atoms, in Å:
C 0.40085 -8.01255 -6.64185
C -0.29855 -6.69092 -7.19972
C -1.37640 -7.07948 -8.25644
C -1.00993 -5.97773 -5.98748
C -1.42529 -4.53643 -6.11941
C -0.25459 -3.70531 -6.64847
C 0.55830 -4.18826 -7.83176
C -0.10135 -4.05275 -9.18320
C 1.86024 -3.38952 -7.96187
N 0.82718 -5.69856 -7.64829
O 1.68125 -6.16280 -8.57009
H 0.93537 -8.53956 -7.43220
H 1.19548 -7.76037 -5.93965
H -0.35934 -8.64144 -6.17850
H -1.79326 -6.17352 -8.69641
H -1.13126 -7.69960 -9.11869
H -2.25364 -7.56183 -7.82530
H -1.82008 -6.64559 -5.69469
H -0.40338 -6.08774 -5.08854
H -2.22086 -4.42496 -6.85611
H -1.78730 -4.08237 -5.19698
H 0.44815 -3.57621 -5.82531
H -0.72345 -2.74344 -6.85598
H -1.16998 -4.26474 -9.14857
H 0.36948 -4.70647 -9.91740
H -0.16623 -3.05429 -9.61560
H 2.50767 -3.61021 -7.11320
H 1.79669 -2.30476 -7.87612
H 2.50156 -3.57684 -8.82310
H 2.36894 -6.55216 -8.02504
C 7.58748 -0.19948 -0.59814
C 6.95391 0.07646 -2.04082
C 6.48923 -1.29567 -2.61011
C 5.72624 0.95393 -1.79311
C 4.94820 1.42060 -2.98279
C 5.89510 2.07183 -4.02107
C 7.29374 1.33221 -4.23385
C 7.07423 0.16558 -5.39465
C 8.21408 2.43176 -4.81136
N 7.82517 0.84979 -2.97659
O 9.03586 0.25607 -3.13422
H 8.36816 0.53081 -0.38528
H 7.91685 -1.21444 -0.37575
H 6.76681 -0.11545 0.11427
H 5.91555 -1.91108 -1.91710
H 7.30754 -1.81348 -3.11047
H 5.78223 -1.15281 -3.42733
H 5.00399 0.55533 -1.08067
H 6.01236 1.85139 -1.24466
H 4.16401 2.08939 -2.62801
H 4.48362 0.57714 -3.49352
H 6.29063 3.02323 -3.66539
H 5.49482 2.16554 -5.03057
H 6.18094 -0.39110 -5.11137
H 6.83353 0.57348 -6.37637
H 7.94270 -0.47992 -5.52573
H 8.47664 3.17477 -4.05831
H 9.17276 2.10307 -5.21262
H 7.93570 2.87734 -5.76638
H 9.51342 0.64310 -2.39682
C 2.21804 10.48928 -0.31623
C 1.87135 9.33678 -1.29928
C 0.62762 9.68475 -2.18583
C 3.15167 9.08680 -2.24397
C 4.23254 8.23366 -1.63938
C 3.64213 6.98586 -1.04850
C 2.57972 7.19057 -0.01019
C 1.99483 5.72483 0.31340
C 3.10106 7.62669 1.40081
N 1.53152 8.10715 -0.54840
O 0.38649 8.19038 0.21380
H 3.17565 10.36268 0.18880
H 2.25046 11.49332 -0.73926
H 1.42639 10.62421 0.42077
H 1.01208 10.15437 -3.09123
H 0.01355 8.81023 -2.40087
H -0.07384 10.27083 -1.59205
H 2.75380 8.70185 -3.18292
H 3.64231 10.03424 -2.46699
H 4.92616 8.03582 -2.45660
H 4.63744 8.82120 -0.81539
H 4.40200 6.44816 -0.48143
H 3.10506 6.47312 -1.84648
H 2.76140 4.98256 0.53588
H 1.47691 5.33111 -0.56116
H 1.27632 5.82142 1.12735
H 4.16617 7.44716 1.25445
H 2.70859 7.04504 2.23492
H 2.93290 8.67649 1.64113
H -0.18776 7.54304 -0.20189
C -4.09523 0.78469 0.00693
C -3.32739 -0.32994 0.78033
C -4.21208 -1.62259 0.89706
C -2.12116 -0.61825 -0.08252
C -1.07672 -1.40316 0.57711
C -0.62139 -0.75583 1.87308
C -1.82961 -0.41488 2.80975
C -2.33385 -1.76221 3.37527
C -1.39931 0.49346 3.98418
N -2.90228 0.29537 1.99070
O -3.94708 0.84910 2.78862
H -4.52045 0.33285 -0.88924
H -4.83820 1.27374 0.63695
H -3.41157 1.56224 -0.33384
H -3.61268 -2.45201 1.27240
H -5.06659 -1.50258 1.56302
H -4.46675 -1.85996 -0.13586
H -2.38725 -0.62906 -1.13949
H -1.70356 0.36819 -0.28413
H -1.36166 -2.42348 0.83375
H -0.17779 -1.40491 -0.03934
H 0.07288 0.08131 1.80033
H -0.15398 -1.60673 2.36865
H -3.38076 -1.71832 3.67551
H -1.92251 -1.77720 4.38456
H -2.03569 -2.72781 2.96682
H -0.55244 0.07933 4.53137
H -2.17736 0.74803 4.70385
H -1.02533 1.42723 3.56431
H -3.79288 1.79597 2.82412
C -10.20377 -3.93386 2.89483
C -10.45583 -3.97032 1.33569
C -9.69023 -5.10298 0.75411
O -11.87019 -4.03081 1.01859
H -10.58121 -4.89032 3.25653
H -10.71452 -3.04851 3.27350
H -9.16823 -3.79829 3.20688
H -10.08104 -2.99024 1.04060
H -10.09065 -6.04618 1.12579
H -8.65106 -5.16961 1.07627
H -9.83123 -5.21112 -0.32131
H -12.26565 -4.58982 1.69144
C -4.56548 2.80719 10.05174
C -5.62397 1.94424 10.71981
C -5.11115 1.12451 11.92364
O -6.74650 2.73217 11.27102
H -4.19181 3.52261 10.78430
H -5.01430 3.37030 9.23346
H -3.86219 2.09650 9.61769
H -6.24797 1.47732 9.95776
H -5.86454 0.41581 12.26750
H -4.69781 1.72483 12.73412
H -4.32879 0.54079 11.43859
H -7.57581 2.29307 11.06847
C 5.48562 2.48398 5.58841
C 5.43312 1.30795 6.58226
C 4.17454 1.30064 7.55628
O 5.36916 0.08105 5.85312
H 6.03185 2.45581 4.64558
H 6.18018 3.27893 5.85998
H 4.55175 3.04151 5.51658
H 6.34677 1.28533 7.17626
H 3.71471 0.36694 7.88012
H 3.34416 1.62649 6.92987
H 4.21154 2.03900 8.35725
H 5.02903 -0.65880 6.36159
C 3.17920 -5.83658 -1.26381
C 4.14581 -7.07151 -1.35284
C 5.67133 -6.86421 -1.44653
O 3.87721 -7.81331 -0.14522
H 2.14704 -6.18657 -1.28051
H 3.18588 -5.22661 -2.16713
H 3.36428 -5.20156 -0.39745
H 3.81083 -7.56653 -2.26435
H 6.21749 -6.85170 -0.50332
H 5.88830 -5.94122 -1.98423
H 6.04920 -7.64818 -2.10282
H 4.36813 -7.57686 0.64515
C -7.54109 -2.07183 -8.74358
C -6.86133 -0.77436 -8.28775
C -7.40755 -0.16302 -6.99794
O -5.49759 -0.99528 -8.17013
H -8.62914 -2.02872 -8.69468
H -7.26124 -2.93641 -8.14168
H -7.27043 -2.29555 -9.77546
H -7.11501 0.00091 -9.01073
H -6.93568 -0.44159 -6.05569
H -8.45516 -0.41152 -6.82805
H -7.39830 0.92272 -7.09376
H -5.38348 -1.48146 -7.35025
C -0.44032 -7.83267 8.89102
C -0.75839 -6.37688 8.46091
C -2.03100 -5.75344 9.14176
O 0.33527 -5.59184 8.78118
H 0.32615 -8.22007 8.21979
H -1.32147 -8.46387 8.77587
H -0.08241 -7.83982 9.92056
H -0.84333 -6.34082 7.37482
H -2.10181 -4.68399 8.94338
H -2.08133 -5.89561 10.22128
H -2.96933 -6.14207 8.74603
H 1.18732 -5.87276 8.43958
C -2.19734 8.15017 6.23839
C -2.32286 7.59440 4.77979
C -3.02847 6.16792 4.58562
O -3.17202 8.42776 3.98623
H -3.13300 7.95985 6.76416
H -1.97928 9.21784 6.21293
H -1.35627 7.76910 6.81759
H -1.30645 7.64698 4.38962
H -2.67354 5.31428 5.16305
H -3.07434 5.76605 3.57345
H -4.05934 6.18779 4.93918
H -2.62793 8.93086 3.37593

## Properties
Max |F| = 4.65 eV Å⁻¹
Multiplicity = 1
DFT total energy = -3297.14479 Ha
Energy above the lowest of the compared OMol25 structures with the same formula, charge and spin = 161.5 kcal per mole
Gap between HOMO and LUMO = 8.00 eV
Structure (SMILES) = CC1(C)CCCC(C)(C)N1O.CC1(C)CCCC(C)(C)N1O.CC1(C)CCCC(C)(C)N1O.CC1(C)CCCC(C)(C)N1O.CC(C)O.CC(C)O.CC(C)O.CC(C)O.CC(C)O.CC(C)O.CC(C)O

[2]
Formula: C57H152O57S19
Source: the OMol25 dataset
Level of theory: the ωB97M-V functional and the def2-TZVPD basis

Positions of all 285 atoms, in Å:
O -9.59666 -13.60893 21.42540
S -8.71052 -12.41981 21.27569
O -9.11926 -11.22084 21.94867
O -7.21564 -12.78558 21.89545
C -6.59127 -13.98237 21.49189
C -5.52643 -13.55979 20.47008
C -8.33234 -11.99367 19.45908
H -7.44581 -14.48154 21.03509
H -6.12311 -14.62121 22.24075
H -4.87989 -14.43664 20.43524
H -4.93768 -12.69054 20.76316
H -5.88694 -13.48237 19.44435
H -7.38631 -11.46822 19.32853
H -9.07124 -11.30872 19.04320
H -8.30673 -12.87195 18.81404
O 5.67024 -19.59077 26.58994
S 4.51060 -20.47577 26.64969
O 4.36079 -21.75334 25.91282
O 4.24314 -20.80503 28.29779
C 4.60144 -19.75439 29.19925
C 4.67993 -20.14084 30.71471
C 2.96535 -19.57262 26.27249
H 3.97281 -18.88579 29.00312
H 5.65005 -19.57771 28.95992
H 4.49176 -19.36527 31.45713
H 5.64742 -20.59691 30.92465
H 3.97217 -20.94219 30.92682
H 2.77896 -19.68648 25.20459
H 2.89828 -18.51914 26.54410
H 2.24743 -20.22264 26.77267
O -0.23072 -6.95719 19.21460
S -1.08488 -8.02168 19.80744
O -1.66758 -9.04369 18.91519
O -0.36371 -8.76669 21.09628
C 0.52906 -8.00306 21.98123
C 1.69128 -8.93258 22.27423
C -2.46642 -7.33039 20.77460
H 0.07730 -7.63365 22.90186
H 0.80458 -7.05653 21.51617
H 2.54223 -8.40054 22.69957
H 1.95839 -9.36174 21.30853
H 1.37929 -9.64899 23.03417
H -2.14379 -6.84573 21.69608
H -3.26777 -7.99622 21.09493
H -2.90091 -6.45526 20.29141
O -3.29773 -18.48200 27.73125
S -3.38695 -17.10361 27.19905
O -2.38964 -16.18860 27.68767
O -3.32251 -17.08941 25.54366
C -4.24746 -17.88728 24.70768
C -4.94016 -16.85862 23.63206
C -5.09521 -16.49712 27.40975
H -5.03975 -18.42905 25.22427
H -3.68851 -18.61237 24.11614
H -5.42255 -15.94489 23.97917
H -5.75031 -17.41612 23.16203
H -4.18033 -16.49081 22.94252
H -5.68117 -17.01819 26.65262
H -5.08995 -15.42250 27.22734
H -5.48309 -16.84770 28.36618
O 9.34910 -9.06759 19.92703
S 9.10689 -8.71343 18.53925
O 10.00302 -8.91024 17.41356
O 7.62338 -9.40045 18.08979
C 6.56328 -9.52467 19.01539
C 5.72924 -10.75755 18.79210
C 8.61885 -7.00213 18.35875
H 5.93153 -8.64996 18.86084
H 6.87235 -9.45380 20.05824
H 6.36339 -11.62705 18.96513
H 5.27585 -10.87476 17.80782
H 4.84707 -10.65211 19.42358
H 8.07996 -6.64722 19.23724
H 7.96036 -7.00921 17.49016
H 9.55062 -6.46090 18.19445
O 5.22416 -16.52851 21.87905
S 5.40265 -17.34506 23.07721
O 4.30622 -17.29330 24.04971
O 5.80970 -18.88952 22.68251
C 4.74576 -19.76781 22.53165
C 4.50793 -20.19730 21.06906
C 7.01213 -16.76901 23.80912
H 3.78988 -19.41298 22.91696
H 4.95302 -20.79416 22.83457
H 3.46015 -20.33828 20.80375
H 5.00894 -21.12642 20.79737
H 4.82215 -19.33610 20.47939
H 7.75108 -17.35169 23.25911
H 7.00311 -16.94519 24.88475
H 7.07937 -15.71610 23.53538
O -4.10609 -23.66238 20.39526
S -3.79125 -23.53295 21.85289
O -4.72329 -24.01302 22.85233
O -2.28009 -23.88928 22.26206
C -1.38016 -24.11064 21.19897
C -0.67750 -25.46783 21.26439
C -3.56150 -21.70348 22.05639
H -0.60771 -23.34761 21.29491
H -1.73052 -23.89685 20.18919
H 0.38577 -25.29630 21.09664
H -1.00686 -26.21612 20.54350
H -0.83904 -25.94559 22.23070
H -4.36232 -21.16020 21.55474
H -2.76623 -21.64059 21.31364
H -3.24529 -21.48130 23.07558
O -1.51578 -22.13977 24.49930
S -0.68755 -21.34361 25.38842
O -0.53347 -21.58512 26.83494
O 0.78422 -20.97238 24.68522
C 1.04228 -21.62165 23.38464
C 0.70305 -20.79806 22.13829
C -1.24451 -19.52928 25.31605
H 0.59703 -22.61639 23.36596
H 2.09613 -21.87494 23.50028
H 0.11547 -19.90658 22.35765
H 0.12108 -21.33638 21.39022
H 1.66033 -20.43720 21.76213
H -2.29829 -19.36392 25.54029
H -1.09703 -19.18361 24.29289
H -0.61804 -18.96935 26.01039
O -0.86787 -20.39490 18.78573
S -0.08466 -19.63141 17.82053
O 0.10409 -20.20755 16.47227
O -0.67424 -18.07261 17.74235
C -0.28963 -17.18156 16.67073
C -1.33596 -17.43296 15.55179
C 1.39668 -19.08326 18.74234
H 0.71547 -17.53670 16.44326
H -0.28543 -16.14193 16.99821
H -2.28640 -17.14446 16.00071
H -1.38590 -18.49237 15.30030
H -1.11194 -16.89460 14.63087
H 1.05512 -18.68292 19.69689
H 1.77203 -18.19770 18.22952
H 1.96854 -19.95983 19.04679
O 4.00315 -12.12247 21.66656
S 4.73856 -11.25732 22.54625
O 4.71749 -9.81360 22.27786
O 4.39040 -11.67280 24.10206
C 4.34933 -13.03679 24.41026
C 5.05315 -13.31656 25.72907
C 6.54611 -11.62220 22.49040
H 4.82722 -13.68771 23.67813
H 3.29101 -13.27605 24.51433
H 6.11463 -13.23279 25.49594
H 4.90287 -14.22158 26.31770
H 4.78633 -12.56896 26.47608
H 7.07308 -10.70863 22.76569
H 6.81811 -11.82907 21.45535
H 6.80156 -12.48598 23.10419
O -7.79794 -22.70131 16.15618
S -6.55747 -23.49463 16.06935
O -6.26256 -24.61692 15.17496
O -5.23381 -22.47608 15.91000
C -5.36603 -21.19978 16.31267
C -4.08629 -20.37672 16.62832
C -6.07904 -23.95680 17.74523
H -6.08411 -20.98815 17.10493
H -5.80879 -20.72887 15.43500
H -3.64128 -20.50004 17.61567
H -4.20703 -19.31382 16.41914
H -3.35020 -20.72165 15.90216
H -6.70121 -24.78801 18.07702
H -6.21519 -23.07599 18.37274
H -5.01612 -24.18281 17.66029
O -1.08198 -17.28609 22.99084
S -1.50228 -16.22038 22.02881
O -2.28048 -14.97226 22.38720
O -0.11232 -15.81808 21.11595
C 1.02345 -15.44525 21.89310
C 1.92706 -14.40156 21.13497
C -2.41257 -17.14111 20.61707
H 1.48242 -16.40889 22.11408
H 0.77839 -15.09489 22.89574
H 1.61812 -13.35686 21.09950
H 1.96791 -14.72958 20.09629
H 2.88203 -14.45064 21.65816
H -1.69019 -17.89212 20.29731
H -2.50540 -16.33740 19.88663
H -3.42753 -17.43954 20.87958
O 5.78153 -14.11058 15.75827
S 6.94364 -14.67203 16.40033
O 8.00831 -13.86432 16.95577
O 6.38345 -15.69968 17.56396
C 5.38601 -16.72013 17.26096
C 4.71860 -16.97386 18.60018
C 7.85241 -15.96413 15.44128
H 5.92044 -17.63240 16.99591
H 4.63050 -16.50254 16.50600
H 4.17531 -16.13853 19.04195
H 5.43814 -17.38733 19.30688
H 4.04599 -17.83141 18.61833
H 8.61711 -15.57556 14.76870
H 6.99026 -16.43291 14.96692
H 8.29504 -16.59295 16.21378
O -5.06883 -18.89675 19.99509
S -6.39906 -18.69001 19.44744
O -7.32614 -17.71893 19.95193
O -6.30328 -18.63677 17.81862
C -6.32283 -17.26573 17.40161
C -5.23142 -16.25458 17.84800
C -7.26187 -20.35918 19.54456
H -7.31805 -16.82354 17.44763
H -6.13463 -17.21248 16.32930
H -5.40351 -15.26044 17.43548
H -4.18058 -16.48897 17.67804
H -5.30062 -16.18920 18.93383
H -6.53087 -21.02683 20.00061
H -7.56003 -20.69593 18.55168
H -8.11905 -20.12654 20.17641
O -4.83294 -9.82436 24.92043
S -4.43339 -9.32445 23.63346
O -4.46177 -7.88855 23.29143
O -2.98262 -10.03126 23.19100
C -2.83446 -11.41652 23.16497
C -1.36807 -11.65898 23.68283
C -5.41181 -10.15738 22.23597
H -2.97162 -11.78732 22.14920
H -3.52932 -11.92602 23.83254
H -1.32104 -11.47331 24.75586
H -0.64964 -11.02274 23.16596
H -1.07952 -12.61870 23.25413
H -5.02834 -9.72449 21.31202
H -6.45125 -9.94538 22.48638
H -5.38245 -11.24689 22.25023
O 11.60128 -13.98082 22.12626
S 11.31878 -12.67970 21.49823
O 12.05162 -12.20496 20.34761
O 9.72528 -12.58076 21.12895
C 9.25656 -13.50755 20.17973
C 8.54908 -14.57759 21.02326
C 11.20439 -11.29149 22.76485
H 10.03110 -14.00967 19.60000
H 8.51356 -13.11053 19.48803
H 7.69023 -14.23072 21.59786
H 9.31350 -14.98855 21.68271
H 8.10312 -15.32786 20.37032
H 11.17192 -11.63397 23.79913
H 10.23367 -10.87189 22.50076
H 12.03279 -10.58632 22.69703
O 1.87977 -12.88842 17.08128
S 1.05684 -11.64651 17.34760
O 0.98536 -10.52940 16.39156
O -0.49430 -12.16220 17.59830
C -0.74441 -13.20846 18.55383
C -1.73307 -12.68853 19.53215
C 1.63363 -10.95367 18.91732
H 0.10617 -13.56257 19.13627
H -1.01120 -14.13243 18.04080
H -1.30197 -11.92051 20.17432
H -1.81216 -13.46261 20.29547
H -2.64558 -12.19822 19.19301
H 0.92218 -10.25939 19.36442
H 2.39051 -10.28949 18.50007
H 1.98258 -11.80438 19.50266
O -6.88048 -19.88265 22.60739
S -7.68027 -20.72557 23.50983
O -7.04397 -21.17180 24.71931
O -9.22126 -20.02172 23.78193
C -10.00736 -19.47568 22.81176
C -11.53886 -19.86918 23.06443
C -8.31984 -22.32706 22.60755
H -9.66615 -19.66521 21.79404
H -9.84605 -18.40821 22.96205
H -12.23207 -19.24963 22.49547
H -11.91827 -19.75188 24.07951
H -11.66365 -20.91011 22.76612
H -8.93872 -22.92128 23.27985
H -7.41395 -22.91094 22.44463
H -8.78961 -22.07042 21.65805
O 2.00843 -14.00243 28.81112
S 1.04865 -13.51948 27.87627
O 1.26961 -12.17111 27.39032
O 0.95828 -14.56873 26.57978
C 0.91156 -16.02774 26.80558
C 0.94909 -16.52254 25.33777
C -0.74160 -13.64463 28.47860
H 0.08296 -16.39678 27.41000
H 1.81455 -16.36819 27.31232
H 1.62511 -15.95629 24.69710
H -0.02069 -16.48590 24.84151
H 1.33325 -17.54251 25.32382
H -0.99391 -14.49547 29.11147
H -1.37892 -13.82455 27.61283
H -0.80532 -12.68836 28.99781

## Properties
Max |F| = 5.48 eV Å⁻¹
Multiplicity = 1
DFT total energy = -14116.51228 Ha
Energy above the lowest of the compared OMol25 structures with the same formula, charge and spin = 0.0 kcal per mole
Gap between HOMO and LUMO = 10.50 eV